Density functional theory data (ωB97M-V with the def2-TZVPD basis set) for a structure of composition C47H49Cl2FInN5O3S4Sb2Te.

The calculation puts the HOMO-LUMO gap at 0.2289 Ha. The calculation puts the LUMO energy at 3.781 eV. The calculation puts the largest force on an atom at 0.7 eV/Å. As for the charge: -2. The value obtained for the HOMO energy is -2.45 eV.

Each line ends with the Mulliken charge.
Positions of all 115 atoms, in Å:
In (-0.664, 0.503, 0.139)  1.188
C (1.768, 4.232, 6.262)  -1.605
C (2.040, 2.740, 6.106)  0.345
C (3.434, 2.423, 6.628)  -1.035
C (3.812, 0.978, 6.363)  -1.097
C (3.760, 0.725, 4.887)  1.280
C (4.616, -0.154, 4.262)  -1.107
C (4.485, -0.410, 2.903)  -0.204
F (5.338, -1.298, 2.343)  -0.403
C (3.514, 0.175, 2.145)  -0.264
C (2.662, 1.100, 2.760)  1.122
C (1.575, 1.672, 1.953)  0.341
O (1.512, 1.410, 0.745)  -0.083
C (0.627, 2.483, 2.663)  0.028
C (0.865, 2.767, 3.966)  -0.399
N (1.903, 2.300, 4.702)  0.367
C (2.788, 1.389, 4.119)  -1.063
C (-0.608, 3.083, 2.023)  0.054
O (-1.103, 4.076, 2.555)  -0.789
O (-1.051, 2.508, 0.974)  -0.500
H (1.954, 4.515, 7.300)  0.421
H (0.748, 4.515, 6.021)  0.478
H (2.440, 4.804, 5.620)  0.367
H (1.314, 2.177, 6.705)  0.140
H (3.456, 2.656, 7.695)  0.407
H (4.153, 3.085, 6.132)  0.338
H (3.106, 0.315, 6.875)  0.329
H (4.806, 0.750, 6.751)  0.435
H (5.368, -0.685, 4.831)  0.417
H (3.336, -0.089, 1.110)  0.766
H (0.161, 3.415, 4.466)  0.478
S (1.618, -2.623, 3.590)  -0.655
Sb (0.086, -2.414, 1.925)  0.696
S (-1.226, -0.431, 2.353)  -0.674
S (0.951, -1.570, -0.127)  -0.393
S (-1.324, -4.182, 1.555)  -0.707
Cl (-2.548, -2.041, -1.452)  0.012
C (-1.436, -3.334, -1.909)  0.374
Cl (-1.963, -4.158, -3.412)  -0.264
H (-1.412, -4.046, -1.087)  0.080
H (-0.462, -2.883, -2.072)  -0.377
C (2.750, -4.068, -4.481)  -0.556
C (4.033, -3.756, -4.057)  -0.614
C (4.291, -2.538, -3.442)  -0.499
C (3.271, -1.614, -3.242)  0.512
C (1.980, -1.949, -3.653)  -0.237
C (1.721, -3.160, -4.277)  -0.947
Sb (3.513, 0.243, -2.194)  0.875
C (3.517, 1.497, -3.956)  0.411
C (2.693, 1.247, -5.049)  -0.253
C (2.642, 2.128, -6.121)  -0.576
C (3.412, 3.281, -6.115)  -0.441
C (4.235, 3.546, -5.030)  -0.615
C (4.283, 2.660, -3.963)  -0.467
C (5.670, 0.212, -2.119)  -0.260
C (6.482, 0.143, -3.251)  -0.159
C (7.864, 0.168, -3.140)  -0.691
C (8.460, 0.264, -1.888)  -0.414
C (7.668, 0.332, -0.754)  -0.402
C (6.282, 0.307, -0.872)  -0.487
H (2.549, -5.023, -4.951)  0.353
H (4.839, -4.468, -4.196)  0.375
H (5.300, -2.319, -3.110)  0.387
H (1.152, -1.271, -3.465)  0.414
H (0.708, -3.403, -4.578)  0.422
H (2.075, 0.357, -5.073)  0.204
H (1.986, 1.915, -6.957)  0.391
H (3.363, 3.974, -6.947)  0.345
H (4.837, 4.447, -5.010)  0.380
H (4.935, 2.886, -3.125)  0.376
H (6.027, 0.074, -4.233)  0.481
H (8.478, 0.114, -4.031)  0.357
H (9.540, 0.285, -1.800)  0.348
H (8.123, 0.400, 0.227)  0.427
H (5.676, 0.354, 0.026)  0.097
C (-4.667, 5.544, -4.182)  -1.591
C (-3.634, 4.536, -3.755)  0.747
C (-3.717, 3.213, -4.152)  -1.124
C (-2.762, 2.270, -3.777)  1.150
C (-2.930, 0.852, -4.243)  -1.636
C (-1.693, 2.673, -2.972)  0.186
Te (-0.175, 1.279, -2.457)  0.363
C (-1.588, 4.008, -2.555)  1.071
C (-0.475, 4.486, -1.668)  -1.501
C (-2.563, 4.914, -2.959)  -1.098
H (-5.528, 5.057, -4.642)  0.345
H (-4.258, 6.251, -4.909)  0.304
H (-5.026, 6.127, -3.332)  0.351
H (-4.555, 2.890, -4.763)  0.212
H (-3.822, 0.763, -4.865)  0.392
H (-3.030, 0.171, -3.396)  0.181
H (-2.064, 0.511, -4.814)  0.315
H (-0.419, 3.882, -0.763)  0.031
H (-0.640, 5.527, -1.386)  0.372
H (0.492, 4.403, -2.171)  0.305
H (-2.485, 5.944, -2.621)  0.256
C (-4.980, -3.003, 1.634)  -1.160
C (-6.204, -2.451, 0.911)  1.024
C (-6.207, -2.853, -0.560)  -1.339
C (-6.349, -0.937, 1.075)  -1.385
N (-5.301, -0.177, 0.408)  0.950
C (-4.036, 0.013, 0.773)  -0.956
N (-3.427, 0.688, -0.176)  0.409
N (-4.357, 0.907, -1.130)  0.075
N (-5.481, 0.395, -0.793)  -0.958
H (-4.967, -4.092, 1.589)  0.412
H (-4.959, -2.712, 2.686)  0.341
H (-4.039, -2.686, 1.181)  0.032
H (-7.106, -2.863, 1.382)  0.226
H (-5.294, -2.526, -1.058)  0.130
H (-7.056, -2.425, -1.098)  0.383
H (-6.251, -3.939, -0.656)  0.439
H (-6.320, -0.659, 2.131)  0.441
H (-7.289, -0.586, 0.649)  0.391
H (-3.568, -0.352, 1.674)  0.530